DFT (the ωB97M-V functional and the def2-TZVPD basis) results for C20H17Cl4CsN2O5Te as an isolated structure in a non-equilibrium geometry.

```
50
Properties=species:S:1:pos:R:3:forces:R:3
Cs -1.21533 -0.03407 -1.55814 -1.168 0.570 1.526
Cl 0.36744 -5.22520 -5.69302 -0.033 0.115 0.253
C 0.21686 -4.35248 -4.17681 0.073 0.154 -0.196
C -0.18744 -5.00017 -3.03145 -0.034 -0.032 0.100
Cl -0.56423 -6.71577 -3.07420 0.067 0.323 0.054
C -0.31330 -4.26162 -1.82767 0.015 0.020 -0.127
Cl -0.78026 -5.10999 -0.36835 0.018 0.128 -0.086
C -0.06058 -2.88274 -1.72813 0.207 -0.338 -0.340
O -0.17768 -2.17152 -0.65577 0.715 -1.598 0.623
C 0.39453 -2.19132 -2.95594 0.309 0.075 -0.343
O 0.66675 -0.93982 -2.93063 0.977 -1.132 -0.673
C 0.50041 -2.97335 -4.13100 0.005 0.021 0.087
Cl 1.05306 -2.12706 -5.56897 -0.106 -0.230 0.207
C -0.74853 2.42954 2.23893 0.121 -0.352 -0.029
O -1.19602 3.73511 1.95566 0.201 0.164 -0.566
H 0.30855 2.39092 2.52777 0.049 0.148 0.023
H -0.86787 1.73090 1.40249 -0.138 0.182 -0.079
H -1.32845 2.03109 3.07326 -0.061 0.099 0.035
H -0.87724 3.97180 1.05555 -0.072 -0.241 0.351
C 1.09634 5.29315 -3.05101 -0.134 -0.010 -0.048
N 0.02048 4.31820 -3.04237 0.130 0.153 -0.708
C -0.53065 3.93791 -4.24389 0.215 0.217 0.252
C -1.48986 3.01662 -4.31876 -0.152 -0.139 0.115
C -1.92866 2.36397 -3.07765 0.135 0.542 0.083
O -2.73314 1.41964 -3.11627 -0.657 1.015 -0.681
N -1.37262 2.77857 -1.88931 0.109 0.918 -0.518
C -0.42050 3.74533 -1.84531 -0.294 -0.405 0.350
O 0.11478 4.16091 -0.79957 -0.410 -0.209 0.108
H 0.75604 6.23805 -3.48311 -0.024 0.021 -0.010
H 1.94438 4.93149 -3.63611 0.018 -0.054 -0.001
H 1.41114 5.46694 -2.02994 -0.019 -0.057 0.093
H -0.12643 4.43490 -5.11734 0.030 0.028 -0.001
H -1.90838 2.71499 -5.26722 -0.025 -0.060 0.046
C -1.50347 -1.37095 3.74297 0.236 0.022 0.296
Te -1.28393 -2.07254 1.70439 -0.117 -0.201 -0.100
C 0.64105 -1.21673 2.03683 0.166 -0.090 0.289
C 0.95727 -1.47317 3.50092 -0.136 0.022 -0.385
C 2.24412 -1.66865 3.98966 -0.065 0.018 0.058
C 2.45612 -1.94704 5.33899 -0.166 0.024 -0.037
C 1.37238 -2.03391 6.20503 0.010 0.035 -0.182
C 0.08179 -1.84001 5.71786 0.003 0.033 -0.035
C -0.13923 -1.55744 4.37433 -0.213 0.041 -0.176
H -2.29788 -1.89274 4.27600 0.051 0.013 0.091
H -1.76153 -0.31269 3.66723 0.010 0.020 0.179
H 0.57330 -0.14896 1.82137 0.075 0.009 0.034
H 1.33064 -1.67486 1.33450 0.075 0.006 0.050
H 3.08523 -1.62385 3.30628 -0.025 0.015 0.015
H 3.46242 -2.10894 5.70647 0.003 -0.003 -0.001
H 1.52582 -2.26080 7.25355 0.012 -0.008 -0.001
H -0.76769 -1.92165 6.38791 0.013 0.010 0.005
```
Forces are in eV/Å.

Output
Charge   -2
Orbital gap   4.96 eV
Largest force on an atom   2.00 eV/A
Energy relative to the best compared isomer or geometry (same formula, charge and spin)   80.9 kJ/mol


DFT (the ωB97M-V functional and the def2-TZVPD basis) results for one molecule with the formula C20H17ClN6O in a non-equilibrium geometry.

```
45
Properties=species:S:1:pos:R:3:forces:R:3
Cl -3.39383 3.74886 -3.63554 0.017 -0.487 0.574
N -1.23518 -0.36186 3.03836 0.374 0.165 -0.853
N -4.24980 2.13573 4.39878 0.359 -0.385 -1.618
N 0.38627 0.33357 -0.15326 -0.092 -0.850 0.790
N 1.34446 -0.13487 -0.95224 -0.330 0.001 0.240
O 5.39627 -2.26865 -3.04296 0.276 0.632 -0.279
C -1.11810 0.10804 1.80986 -0.329 0.621 0.906
C -3.78312 1.17602 5.22520 0.553 -0.063 -0.115
C -3.73213 2.18003 3.14954 -0.077 -0.026 0.629
C -0.10481 -0.40194 0.89348 1.474 -0.858 -1.929
C 1.85824 -1.38368 -0.81721 0.602 0.764 -0.158
C 0.38462 -1.71263 1.08015 0.955 -0.137 -0.900
C 1.38459 -2.18978 0.20310 -1.793 0.341 1.413
C -2.02596 3.54371 -1.31144 0.087 -0.728 0.492
C -3.73189 1.83396 -1.64900 0.387 0.635 -0.652
C -2.73335 0.33334 4.89637 -0.373 -0.552 0.698
C -1.65765 2.97793 -0.07455 -1.155 -1.026 -0.547
C -3.36309 1.25134 -0.42727 -0.020 0.458 -0.437
C -3.01976 2.96751 -2.10058 -0.351 -0.439 0.604
C -2.21542 0.41505 3.60650 0.722 -1.608 1.803
C -2.32198 1.78513 0.35164 0.028 1.386 -1.370
C -2.69839 1.32850 2.73424 -1.398 1.299 0.405
N -1.99305 1.16236 1.58183 0.698 -0.315 -1.011
N 2.89530 -1.77640 -1.67866 0.249 0.394 -0.665
C 4.65347 -3.36313 -2.55561 -0.516 0.557 1.062
C 4.58019 -1.17133 -3.50465 -0.694 -1.149 -0.149
C 3.75969 -2.94991 -1.35236 -0.688 0.190 -0.962
C 3.60080 -0.67453 -2.43173 0.594 -0.985 0.768
H -4.27215 1.06589 6.19429 0.136 0.287 -0.216
H -4.12203 2.87612 2.42132 -0.284 0.363 0.236
H 0.01273 -2.34842 1.88936 0.112 0.343 -0.337
H 1.71543 -3.19081 0.31413 0.338 -0.678 0.184
H -1.51405 4.39830 -1.71575 0.155 0.263 0.160
H -4.53832 1.43116 -2.29539 0.634 0.195 0.713
H -2.37114 -0.42692 5.60755 -0.203 0.480 -0.475
H -0.88098 3.44359 0.52642 -0.114 -0.260 -0.077
H -3.94201 0.38754 -0.10753 0.345 0.066 0.193
H 5.33754 -4.18168 -2.26640 -0.066 0.685 0.074
H 4.00324 -3.79981 -3.29380 -0.403 0.041 -0.808
H 5.20846 -0.32742 -3.87436 -0.181 -0.818 0.580
H 3.98602 -1.52699 -4.38522 0.355 0.133 0.525
H 4.35726 -2.71477 -0.50146 0.705 0.182 0.793
H 3.14646 -3.82024 -1.10360 -0.071 0.164 -0.039
H 2.87509 -0.12798 -2.98068 -0.752 0.793 -0.033
H 4.13205 -0.02993 -1.71086 -0.265 -0.070 -0.210
```
Forces are in eV/Å.

Output
Orbital gap   8.48 eV
Largest force on an atom   2.58 eV/A
SMILES   Clc1ccc(-n2c(-c3ccc(N4CCOCC4)nn3)nc3ccncc32)cc1
Energy relative to the best compared isomer or geometry (same formula, charge and spin)   0.0 kJ/mol


DFT (the ωB97M-V functional and the def2-TZVPD basis) results for one molecule with the formula C20H17F2NO4S in a non-equilibrium geometry.

```
45
Properties=species:S:1:pos:R:3:forces:R:3
O 2.89499 -1.01487 1.73019 -5.168 3.751 -2.469
C 1.88644 -0.33889 1.16307 3.682 -5.829 -1.701
N 1.24348 -0.80849 -0.04533 4.136 1.512 5.355
H 0.66038 -0.17625 -0.44713 -2.202 1.948 -1.589
C 1.90486 -1.72985 -0.79078 0.735 -8.242 1.638
C 2.83844 -1.55510 -1.90869 -0.040 0.035 -2.038
C 4.20054 -1.12253 -1.60124 -5.556 0.022 -10.198
C 4.79251 -0.62634 -2.90183 2.158 -0.677 4.124
C 4.31721 -0.74641 -4.18448 -3.736 -1.771 9.102
C 3.02358 -1.20636 -4.29343 -1.320 -1.164 -2.668
C 2.21020 -1.81696 -3.37260 7.426 4.226 4.817
H 1.26812 -2.04382 -3.61194 -3.527 -1.121 -0.219
H 2.71364 -1.09928 -5.32344 -0.612 -0.428 -0.409
F 5.03104 -0.47632 -5.12301 4.046 2.072 -6.486
H 5.79800 -0.21732 -2.72509 -0.204 -0.100 -0.637
H 4.50007 -1.09937 -0.65577 1.654 0.508 3.677
H 1.07441 -2.44908 -0.97620 0.631 0.004 -1.186
H 2.54621 -2.57546 -0.00648 -1.829 2.932 -1.666
C 1.24560 0.84080 1.56926 9.625 -7.027 11.232
C 1.45178 1.29015 2.91376 -9.290 5.924 -11.861
C 0.57106 2.57485 2.73119 3.757 -2.035 8.412
C 0.17677 2.38894 1.53598 -8.434 11.400 -3.034
C -0.94931 3.31510 0.84391 2.395 -0.478 -2.766
H -1.27305 4.01789 1.58820 -0.308 0.501 0.082
H -0.67929 3.92936 -0.30500 -0.484 -1.908 3.741
S -2.37185 2.34521 0.30181 6.332 -5.371 -1.072
O -3.24483 3.31345 -0.16381 -3.560 2.159 -1.043
O -1.85854 1.24139 -0.66835 -1.797 3.552 3.274
C -2.82405 1.47378 1.87105 2.880 -1.416 -0.907
C -3.33021 0.15408 1.51212 1.293 -0.250 -0.681
C -2.48252 -0.91277 1.36118 5.432 6.721 4.252
C -2.69754 -2.04926 0.91761 -1.520 -11.651 -2.423
C -4.01320 -2.43911 0.53690 1.222 0.760 0.206
C -4.84626 -1.29068 0.52096 -4.841 -6.983 -3.757
C -4.54335 -0.08124 0.94328 -1.669 2.194 0.614
H -5.45951 0.50789 0.82658 1.077 1.109 0.493
H -5.97906 -1.48309 -0.00960 3.194 0.684 1.808
H -4.15934 -3.58249 0.35726 -0.430 2.676 -0.029
H -1.94508 -2.95420 1.03336 -1.199 2.438 -0.347
F -1.10946 -0.79217 1.87315 -2.278 0.675 -0.657
H -2.11192 1.51444 2.72642 0.183 -0.089 -1.278
H -3.62495 1.91595 2.20146 -4.427 3.319 1.780
O 0.70892 1.56905 0.79791 -3.255 0.150 -8.190
H 0.43596 3.26969 3.68077 -0.343 -1.276 -2.900
H 2.00913 1.02570 3.57679 6.169 -3.458 7.605
```
Forces are in eV/Å.

Output
Orbital gap   8.45 eV
Largest force on an atom   16.38 eV/A
SMILES   O=C(NCc1ccc(F)cc1)[C@]12C=C[C@@]1(CS(=O)(=O)Cc1ccccc1F)O2
Energy relative to the best compared isomer or geometry (same formula, charge and spin)   1321.6 kJ/mol


DFT (the ωB97M-V functional and the def2-TZVPD basis) results for one molecule with the formula C20H17F3N4O2S in a non-equilibrium geometry.

```
47
Properties=species:S:1:pos:R:3:forces:R:3
O -3.74761 0.73861 2.98045 -0.538 2.956 3.105
F -1.97533 0.76811 -6.17230 -0.171 0.159 -0.522
F -0.53847 2.20788 -5.44569 0.850 0.852 -0.773
F -2.51941 2.20386 -4.59842 -0.265 0.255 -0.832
N 0.24926 -0.28057 2.63131 -2.875 -0.329 -0.521
N 2.41077 -2.73000 1.16625 -0.453 -2.765 0.145
N 0.98728 -2.74404 -0.78186 1.953 -0.544 1.421
O 3.00846 -0.99654 2.39564 -0.501 1.344 0.545
S -1.02698 1.54537 3.96960 -0.719 -0.370 -0.277
C -3.35269 -0.10684 2.27528 0.235 -0.649 -2.568
C -0.96207 0.13423 2.89612 1.116 -0.791 -0.895
C 0.68023 -0.65478 -1.94446 -1.759 1.322 0.768
C 0.00837 0.53122 -1.60757 0.647 -2.526 -1.342
C 1.63316 -3.34239 0.27243 0.663 0.559 -0.801
C 2.46680 -1.44415 1.23382 -1.360 0.948 -0.030
C 1.30090 -1.43830 -0.84389 -1.161 1.084 0.953
C 1.88877 -0.71621 0.21859 0.393 1.672 -1.101
C 3.05077 1.91043 4.60562 -0.891 0.556 1.253
C 3.44410 0.90022 3.79816 0.521 -2.951 -2.185
C 1.68852 2.20353 4.74668 -1.256 1.893 0.729
C 1.18207 0.49623 3.22899 -0.742 -2.038 -0.684
C 2.48628 0.11299 3.08688 3.388 1.436 0.697
C 0.69449 1.50280 4.04646 2.328 0.561 0.329
N -2.02800 -0.49677 2.21433 -0.109 -0.989 0.342
C -4.33028 -0.64825 1.25860 0.423 -1.465 0.295
C -1.52367 1.42205 -5.10794 -1.330 -1.044 2.588
C 0.57926 -1.33481 -3.33314 -0.060 1.768 0.391
C -0.85150 1.23508 -2.61772 -0.162 1.401 -1.638
C 0.23905 -0.18137 -4.34318 -0.727 -1.711 -1.040
C -1.13011 0.47934 -3.99571 3.752 0.749 2.149
H 0.00529 0.96346 -0.58618 0.156 -0.544 -0.773
H 1.64510 -4.43875 0.39630 -0.553 0.637 -0.404
H 1.85805 0.41551 0.14513 0.412 -1.670 0.291
H 3.80385 2.35057 5.25959 -0.385 0.387 -0.331
H 4.49965 0.57513 3.67197 -0.803 0.461 0.298
H 1.35424 3.08178 5.35240 0.551 -0.949 -0.280
H -1.90732 -1.46762 1.85715 0.656 1.382 0.293
H -4.90294 -1.41230 1.86934 0.402 0.473 -1.390
H -5.00036 0.12774 0.89862 0.000 0.158 0.537
H -3.79550 -0.99203 0.36253 -0.368 -0.694 0.366
H -0.13352 -2.17022 -3.32348 -0.288 0.513 0.043
H 1.50268 -1.85288 -3.60151 0.258 0.430 0.123
H -0.45966 2.24270 -2.82079 0.761 -0.205 -0.267
H -1.80666 1.61387 -2.29666 -0.693 -0.633 1.020
H 1.06195 0.57041 -4.40257 -0.702 -0.583 0.166
H 0.09554 -0.64494 -5.35325 0.487 0.372 0.599
H -1.83282 -0.23934 -3.66189 -1.083 -0.879 -0.793
```
Forces are in eV/Å.

Output
Orbital gap   8.85 eV
Largest force on an atom   4.39 eV/A
SMILES   CC(=O)Nc1nc2c(Oc3cc(C4=CC[C@@H](C(F)(F)F)CC4)ncn3)cccc2s1
Energy relative to the best compared isomer or geometry (same formula, charge and spin)   118.8 kJ/mol


DFT (the ωB97M-V functional and the def2-TZVPD basis) results for C20H17N4O4RbS as an isolated structure.

```
47
Properties=species:S:1:pos:R:3:forces:R:3
Rb 1.45835 -1.00016 -1.57112 -0.253 -0.072 -0.151
O 5.31290 -0.70013 1.12984 -0.105 0.012 0.074
C 4.14951 -0.65990 0.72426 0.076 0.007 -0.082
O 3.71832 -0.63639 -0.45989 0.338 0.042 0.068
C 3.04847 -0.63188 1.80874 -0.098 0.008 -0.104
C 3.39223 -0.48223 3.14796 0.031 -0.005 -0.035
C 2.39237 -0.43721 4.10229 0.032 0.006 0.012
C 1.07158 -0.55498 3.69232 -0.042 -0.017 -0.089
C 0.82121 -0.71569 2.33901 0.005 0.008 0.087
N 1.77598 -0.75026 1.40967 -0.048 -0.032 0.085
H 4.44459 -0.40700 3.38339 -0.017 0.005 0.042
H 2.63554 -0.31348 5.15048 -0.006 -0.001 -0.001
H 0.24839 -0.52780 4.39376 0.030 0.003 0.027
H -0.20052 -0.82199 1.98419 0.010 0.004 -0.013
O -2.54526 5.99659 -1.62235 -0.017 0.029 -0.013
N -3.14536 5.17334 -0.96080 -0.013 -0.021 0.043
O -4.10818 5.40668 -0.26135 -0.018 0.000 -0.028
C -2.68397 3.77370 -1.03738 -0.080 0.213 0.009
C -3.64388 2.83410 -1.06257 0.158 -0.080 0.008
C -3.27732 1.45666 -1.18621 -0.080 0.060 0.010
C -4.24486 0.43721 -1.20515 0.021 -0.056 -0.007
C -3.83391 -0.86396 -1.29981 0.030 -0.022 0.002
C -2.45710 -1.12090 -1.38003 0.063 -0.021 -0.004
N -1.52927 -0.18805 -1.37855 -0.069 0.019 -0.006
C -1.92439 1.09873 -1.28001 0.017 -0.083 0.000
C -0.90435 2.13683 -1.23941 0.042 0.062 0.019
N 0.38271 1.74891 -1.31112 0.043 0.068 0.005
C 1.31954 2.66359 -1.20200 0.058 0.058 0.043
C 1.04940 4.02667 -1.01512 -0.025 0.002 -0.013
C -0.25208 4.44590 -0.97729 0.013 -0.063 0.006
C -1.27724 3.48713 -1.10085 -0.035 -0.138 -0.029
H -4.68288 3.12322 -0.98685 -0.010 -0.022 -0.004
H -5.29488 0.69406 -1.13845 0.003 0.004 0.003
H -4.53060 -1.69022 -1.31055 -0.042 0.040 0.006
H -2.10352 -2.14597 -1.44161 -0.009 0.004 -0.007
H 2.34959 2.32217 -1.24621 -0.027 -0.076 0.002
H 1.86752 4.72492 -0.90973 -0.014 0.016 -0.003
H -0.49791 5.48927 -0.85562 0.044 -0.006 0.000
C 0.57948 -6.01572 -1.21355 -0.104 -0.264 -0.079
S 0.65524 -4.26212 -0.85057 -0.056 0.109 0.000
C 1.99447 -4.25462 0.34391 0.259 -0.014 0.219
H 1.50925 -6.38570 -1.64422 0.037 0.096 0.008
H -0.22153 -6.17277 -1.93492 0.015 0.033 0.002
H 0.34651 -6.59061 -0.31737 0.011 0.056 0.024
H 1.71594 -4.78828 1.25238 -0.055 -0.008 -0.033
H 2.22197 -3.22311 0.61146 -0.070 0.040 -0.036
H 2.89795 -4.69858 -0.07296 -0.041 -0.005 -0.067
```
Forces are in eV/Å.

Output
Orbital gap   6.84 eV
Largest force on an atom   0.35 eV/A
Energy relative to the best compared isomer or geometry (same formula, charge and spin)   0.0 kJ/mol